Entry 1:
The following is a DFT calculation (wB97M-V/def2-TZVPD) of C10H13FHgO5 as an isolated structure.

Results
- electronic energy (eV) = -27687.2162
- HOMO energy (eV) = -16.413
- Kohn-Sham gap (eV) = 3.1
- charge = +2

```
30
C10H13FHgO5 | the Open Molecules 2025 dataset | wB97M-V/def2-TZVPD
C 3.925 1.242 -0.142
C 2.667 0.951 0.684
O 2.909 -0.183 1.488
C 1.492 0.673 -0.230
O 0.334 0.203 0.580
C -0.196 -0.881 0.215
C -1.534 -1.148 0.142
C -2.736 -0.308 0.462
C -2.538 1.195 0.288
C -2.108 1.605 -1.113
F -2.571 2.875 -1.306
C -1.732 -2.505 -0.284
O -2.838 -2.969 -0.458
O -0.502 -3.196 -0.459
C 0.534 -2.120 -0.193
O 1.673 -2.385 -0.322
H 3.828 0.882 -1.160
H 4.164 2.296 -0.109
H 4.726 0.700 0.345
H 2.456 1.836 1.281
H 2.342 -0.147 2.261
H 1.786 -0.036 -0.997
H 1.153 1.564 -0.744
H -3.059 -0.545 1.474
H -3.513 -0.606 -0.234
H -3.510 1.653 0.439
H -1.900 1.641 1.041
H -1.025 1.648 -1.183
H -2.566 1.000 -1.891
Hg -1.663 -4.935 0.126
```

Entry 2:
The following is a DFT calculation (wB97M-V/def2-TZVPD) of an isolated ion of composition C10H13N2O and charge +1.

Results
- electronic energy (eV) = -15601.5792
- energy above the lowest of the compared OMol25 structures with the same formula, charge and spin (kcal per mole) = 39.6
- HOMO energy (eV) = -11.803
- Kohn-Sham gap (eV) = 7.8
- charge = +1

```
26
C10H13N2O | the Open Molecules 2025 dataset | wB97M-V/def2-TZVPD
C 0.235 1.498 3.801
C -0.050 0.937 2.475
C -1.340 1.157 1.859
C -1.666 0.659 0.618
C -0.665 -0.028 -0.144
C 0.557 -0.302 0.478
C 0.874 0.158 1.726
C 1.515 -1.055 -0.295
O 2.571 -1.698 0.062
N 1.226 -1.150 -1.615
C 0.183 -0.259 -2.361
C -0.155 -0.794 -3.830
N -0.969 -0.328 -1.451
H -0.385 2.367 3.875
H -0.054 0.914 4.628
H 1.279 1.778 3.894
H -2.051 1.534 2.453
H -2.594 0.822 0.278
H 1.901 -0.015 2.136
H 2.774 -1.623 1.045
H 1.894 -1.463 -2.275
H 0.497 0.856 -2.288
H 0.686 -0.724 -4.428
H -0.950 -0.058 -4.227
H -0.603 -1.720 -3.701
H -1.994 -0.089 -1.684
```

Entry 3:
The following is a DFT calculation (wB97M-V/def2-TZVPD) of an isolated ion of composition C10H13N2O and charge +1.

Results
- electronic energy (eV) = -15600.0536
- energy above the lowest of the compared OMol25 structures with the same formula, charge and spin (kcal per mole) = 74.8
- HOMO energy (eV) = -12.245
- Kohn-Sham gap (eV) = 8.1
- charge = +1

```
26
C10H13N2O | the Open Molecules 2025 dataset | wB97M-V/def2-TZVPD
C -4.186 -0.278 0.134
C -2.698 -0.075 -0.061
C -2.236 1.284 -0.159
C -0.857 1.683 -0.095
C 0.228 0.765 -0.029
C -0.260 -0.619 0.088
C -1.659 -0.943 0.073
C 0.721 -1.632 -0.117
O 0.423 -2.868 -0.388
N 2.040 -1.278 -0.103
C 2.583 0.151 0.371
C 4.010 0.889 -0.029
N 1.561 1.022 -0.097
H -4.263 -0.964 1.006
H -4.608 0.610 0.238
H -4.594 -0.720 -0.676
H -3.010 2.132 -0.286
H -0.509 2.661 -0.115
H -2.012 -2.058 0.281
H -0.404 -3.269 -0.114
H 2.831 -1.731 -0.485
H 2.382 0.221 1.519
H 4.773 0.113 -0.020
H 4.052 1.702 0.712
H 3.995 1.484 -0.861
H 1.697 1.718 -0.786
```

Entry 4:
The following is a DFT calculation (wB97M-V/def2-TZVPD) of a 2-piece molecular cluster, C10H13N2O2 overall.

Results
- electronic energy (eV) = -17647.2272
- energy above the lowest of the compared OMol25 structures with the same formula, charge and spin (kcal per mole) = 34.6
- HOMO energy (eV) = -11.920
- Kohn-Sham gap (eV) = 8.8
- charge = +1

```
27
C10H13N2O2 | the Open Molecules 2025 dataset | wB97M-V/def2-TZVPD
C 0.430 3.817 2.789
C 1.727 3.252 2.929
C -0.630 3.217 2.155
C 2.019 1.979 2.458
C -0.347 1.960 1.650
C 0.948 1.339 1.780
C -0.288 -0.112 0.647
C 1.277 -2.222 -0.724
C -1.835 -1.528 -2.793
C 0.252 -1.572 -1.538
N -1.040 0.971 0.964
N -0.979 -2.023 -1.696
O 0.949 0.120 1.139
O 0.509 -0.675 -2.417
H 0.336 4.732 3.251
H 2.365 3.950 3.534
H -1.726 3.521 2.131
H 3.021 1.563 2.718
H 1.135 -2.671 0.212
H 2.319 -1.714 -0.708
H 1.479 -3.083 -1.287
H -1.356 -0.915 -3.444
H -2.547 -2.321 -3.192
H -2.611 -0.867 -2.407
H -1.992 1.035 0.623
H -1.528 -2.279 -0.930
H 1.460 -0.511 -2.478
```

Entry 5:
The following is a DFT calculation (wB97M-V/def2-TZVPD) of C10H13N2O5PmS as an isolated structure.

Results
- electronic energy (eV) = -51168.1359
- energy above the lowest of the compared OMol25 structures with the same formula, charge and spin (kcal per mole) = 22.5
- multiplicity = 5
- HOMO energy (spin up / spin down) (eV) = -15.841 / -15.957
- Kohn-Sham gap (spin up / spin down) (eV) = 6.3 / 6.6
- charge = +2

```
32
C10H13N2O5PmS | the Open Molecules 2025 dataset | wB97M-V/def2-TZVPD
O 0.388 0.437 -7.263
C -0.232 0.425 -6.300
Pm -0.234 0.350 -1.926
O 2.046 0.445 -4.672
C 1.345 0.418 -3.752
C -2.619 0.374 -2.036
O -3.748 0.382 -2.275
C -0.659 -1.930 -2.676
O -0.930 -2.959 -3.125
C -0.742 2.622 -2.808
O -1.057 3.596 -3.335
H -1.236 0.407 -3.897
C 2.761 -0.645 1.182
N 1.592 -0.477 2.058
C 1.329 -1.573 3.012
C 0.576 0.313 1.624
S 0.955 1.391 0.305
N -0.680 0.242 2.170
C -0.873 0.001 3.636
C -1.826 0.858 1.461
H 3.433 -1.345 1.658
H 3.274 0.306 1.048
H 2.457 -1.003 0.187
H 1.279 -1.200 4.044
H 0.394 -2.092 2.763
H 2.164 -2.277 2.987
H -0.063 0.476 4.212
H -1.825 0.451 3.949
H -0.910 -1.079 3.892
H -1.511 1.841 1.112
H -2.187 0.263 0.610
H -2.661 0.980 2.155
```

Entry 6:
The following is a DFT calculation (wB97M-V/def2-TZVPD) of an isolated ion of composition C10H13N2S2 and charge +1.

Results
- electronic energy (eV) = -35222.3827
- energy above the lowest of the compared OMol25 structures with the same formula, charge and spin (kcal per mole) = 23.0
- HOMO energy (eV) = -10.613
- Kohn-Sham gap (eV) = 7.7
- charge = +1

```
27
C10H13N2S2 | the Open Molecules 2025 dataset | wB97M-V/def2-TZVPD
C 2.378 -1.027 1.827
N 1.633 0.223 1.772
C 2.059 1.440 2.550
S 0.746 2.773 2.261
C -0.044 1.836 1.065
C -1.210 2.204 0.401
C -1.750 1.313 -0.528
C -1.110 0.128 -0.698
C -0.054 -0.328 0.049
C 0.617 0.506 0.923
S 0.449 -1.971 -0.407
C -1.321 -2.187 -1.119
N -1.657 -0.825 -1.684
C -1.079 -0.539 -2.977
H 3.354 -0.769 2.117
H 1.978 -1.563 2.589
H 2.181 -1.451 0.757
H 2.059 1.192 3.592
H 3.107 1.871 2.081
H -1.508 3.159 0.712
H -2.604 1.785 -0.996
H -1.843 -2.479 -0.298
H -1.288 -2.993 -1.826
H -2.619 -0.849 -1.890
H 0.034 -0.265 -2.920
H -1.019 -1.355 -3.775
H -1.491 0.171 -3.578
```

Q: What is the charge in the sixth record?
A: +1